[1]
The following is a quantum chemistry calculation of a structure of composition C37H35F6N8PSTi, from the Open Molecules 2025 dataset.

Computed properties:
M: 816.64 Da
HOMO-LUMO gap (spin up / spin down): 4.28 / 7.16 eV
<S²>: 2.022

The geometry in ORCA input format:
```
! RIJCOSX wB97M-V def2-TZVPD def2/J DEFGRID3
* xyz 0 3
Ti -0.579 -0.221 0.499
S -2.550 -3.374 7.047
N -1.777 -1.991 6.733
C -1.629 -1.912 5.418
C -0.970 -0.829 4.696
C -0.409 0.252 5.320
C 0.227 1.237 4.544
C 0.249 1.079 3.183
N -0.289 0.024 2.541
C -0.900 -0.954 3.282
C -1.456 -2.058 2.590
N -1.335 -2.076 1.214
C -1.858 -3.147 0.571
C -2.482 -4.201 1.171
C -2.618 -4.186 2.580
C -2.101 -3.126 3.271
C -2.173 -3.025 4.729
N -2.720 -3.923 5.537
H -0.464 0.333 6.397
H 0.680 2.107 4.996
H 0.702 1.815 2.528
H -1.759 -3.118 -0.513
H -2.872 -5.010 0.573
H -3.108 -4.989 3.113
C 2.644 -2.333 2.804
N 1.530 -2.855 2.044
C 1.098 -4.130 2.563
C 1.768 -2.957 0.611
C 2.359 -1.696 0.041
C 3.700 -1.745 -0.335
C 4.356 -0.624 -0.823
C 3.655 0.568 -0.892
C 2.315 0.604 -0.519
C 1.590 -0.518 -0.083
H 3.542 -2.974 2.751
H 2.347 -2.260 3.852
H 2.914 -1.337 2.458
H 1.881 -4.905 2.482
H 0.222 -4.475 2.013
H 0.822 -4.033 3.615
H 0.802 -3.163 0.147
H 2.427 -3.817 0.377
H 4.237 -2.681 -0.230
H 5.400 -0.676 -1.104
H 4.145 1.478 -1.216
H 1.806 1.566 -0.571
F -0.897 9.136 -2.129
C -0.394 8.763 -0.936
F 0.881 9.213 -0.904
F -1.064 9.454 0.006
C -0.473 7.278 -0.720
C -0.541 6.772 0.571
C -0.560 5.405 0.775
C -0.510 4.521 -0.306
C -0.450 5.047 -1.598
C -0.431 6.414 -1.806
C -0.517 3.105 -0.087
C -0.546 1.902 0.114
H -0.583 7.446 1.416
H -0.622 5.002 1.776
H -0.425 4.369 -2.441
H -0.388 6.809 -2.812
C -0.240 -1.927 -5.096
N 1.007 -1.377 -4.394
C 1.074 0.139 -4.663
N -0.127 0.776 -4.279
C -1.272 0.185 -4.956
N -1.410 -1.245 -4.683
C -1.754 -1.513 -3.274
P -0.473 -0.910 -2.085
C 0.987 -1.675 -2.920
C -0.304 0.783 -2.816
H -0.283 -2.991 -4.856
H -0.063 -1.786 -6.164
H 1.838 -1.809 -4.802
H 1.253 0.231 -5.737
H 1.929 0.507 -4.094
H -1.161 0.319 -6.035
H -2.175 0.693 -4.624
H -1.902 -2.589 -3.152
H -2.704 -1.035 -3.033
H 0.963 -2.763 -2.813
H 1.915 -1.305 -2.480
H 0.534 1.291 -2.343
H -1.201 1.345 -2.551
F -3.462 -1.077 -0.606
C -2.647 -0.009 -0.291
F -3.098 0.967 -1.146
F -3.077 0.394 0.967
*
```

Here are the Mulliken charges for atoms 1 to 2, given in e: Ti -0.83; S 0.08

=====

[2]
The following is a quantum chemistry calculation of a structure of composition C37H36Cl2HgN10O2PS2, from the Open Molecules 2025 dataset.

Computed properties:
M: 1019.37 Da
relative energy (zero: lowest compared OMol25 entry of this formula, charge and spin): 2.945 eV
HOMO-LUMO gap (spin up / spin down): 3.82 / 5.41 eV
<S²>: 0.768

The geometry in ORCA input format:
```
! RIJCOSX wB97M-V def2-TZVPD def2/J DEFGRID3
* xyz -2 2
Hg 0.912 0.271 -0.902
Cl 1.382 -6.891 -2.780
C 1.658 -5.194 -2.372
C 0.634 -4.296 -2.425
C 0.742 -2.986 -1.900
N -0.206 -1.997 -2.060
C -1.355 -2.445 -1.492
O -1.579 -3.549 -0.914
C -2.600 -1.625 -1.663
C -3.797 -2.257 -1.818
C -4.895 -1.500 -2.205
C -4.777 -0.185 -2.473
C -3.570 0.371 -2.066
N -2.498 -0.322 -1.719
C 1.916 -2.671 -1.099
C 2.943 -3.700 -1.026
C 2.738 -4.918 -1.556
Cl 4.081 -6.049 -1.426
N 1.987 -1.442 -0.395
C 3.164 -1.052 0.421
O 3.603 -1.881 1.243
C 3.803 0.263 0.148
C 4.839 0.771 0.882
C 5.564 1.891 0.512
C 5.097 2.527 -0.674
C 3.977 2.051 -1.319
N 3.322 0.924 -1.048
H -0.281 -4.460 -2.963
H -3.903 -3.300 -1.594
H -5.860 -1.981 -2.410
H -5.595 0.386 -2.849
H -3.442 1.447 -2.048
H 3.667 -3.523 -0.254
H 5.337 0.278 1.776
H 6.575 1.827 0.845
H 5.684 3.271 -1.125
H 3.668 2.589 -2.246
S -1.261 4.146 -1.913
C -1.616 3.711 -0.296
C -1.052 2.532 0.084
C -0.317 1.911 -1.030
C -0.425 2.704 -2.165
C -0.017 2.285 -3.521
C -0.891 2.441 -4.600
C -0.602 1.929 -5.855
C 0.567 1.228 -5.992
C 1.402 1.081 -4.899
N 1.124 1.617 -3.683
H -2.116 4.430 0.350
H -1.041 2.165 1.077
H -1.829 2.910 -4.485
H -1.219 2.115 -6.681
H 0.738 0.629 -6.892
H 2.320 0.544 -4.949
C -4.080 -2.491 3.609
N -2.981 -1.791 4.219
C -1.744 -2.437 3.694
N -1.597 -2.477 2.261
C -2.718 -3.181 1.752
N -4.056 -2.559 2.152
C -4.127 -1.183 1.539
P -2.807 0.046 2.023
C -2.913 -0.327 3.888
C -1.406 -1.158 1.676
H -5.148 -1.951 3.946
H -4.207 -3.542 3.972
H -1.653 -3.506 4.090
H -0.715 -2.036 4.102
H -2.771 -4.221 2.163
H -2.628 -3.274 0.651
H -5.134 -0.794 1.730
H -4.178 -1.336 0.427
H -1.916 -0.031 4.305
H -3.897 0.039 4.385
H -0.393 -0.752 1.991
H -1.324 -1.232 0.581
C 3.313 2.674 4.352
N 2.580 3.189 3.247
C 3.251 3.788 2.071
C 2.056 3.970 1.129
N 0.949 4.089 2.102
C 1.272 3.362 3.230
S 0.181 2.793 4.394
H 3.784 3.486 4.879
H 4.072 2.080 4.012
H 2.620 2.124 4.982
H 3.971 3.093 1.722
H 3.580 4.756 2.374
H 1.968 2.978 0.444
H 2.108 4.880 0.575
H -0.013 3.912 1.774
*
```

Here are the Mulliken charges for atoms 1 to 2, given in e: Hg 0.58; Cl -0.30

=====

Please write out number 2 again, unchanged.
The following is a quantum chemistry calculation of a structure of composition C37H36Cl2HgN10O2PS2, from the Open Molecules 2025 dataset.

Computed properties:
M: 1019.37 Da
relative energy (zero: lowest compared OMol25 entry of this formula, charge and spin): 2.945 eV
HOMO-LUMO gap (spin up / spin down): 3.82 / 5.41 eV
<S²>: 0.768

The geometry in ORCA input format:
```
! RIJCOSX wB97M-V def2-TZVPD def2/J DEFGRID3
* xyz -2 2
Hg 0.912 0.271 -0.902
Cl 1.382 -6.891 -2.780
C 1.658 -5.194 -2.372
C 0.634 -4.296 -2.425
C 0.742 -2.986 -1.900
N -0.206 -1.997 -2.060
C -1.355 -2.445 -1.492
O -1.579 -3.549 -0.914
C -2.600 -1.625 -1.663
C -3.797 -2.257 -1.818
C -4.895 -1.500 -2.205
C -4.777 -0.185 -2.473
C -3.570 0.371 -2.066
N -2.498 -0.322 -1.719
C 1.916 -2.671 -1.099
C 2.943 -3.700 -1.026
C 2.738 -4.918 -1.556
Cl 4.081 -6.049 -1.426
N 1.987 -1.442 -0.395
C 3.164 -1.052 0.421
O 3.603 -1.881 1.243
C 3.803 0.263 0.148
C 4.839 0.771 0.882
C 5.564 1.891 0.512
C 5.097 2.527 -0.674
C 3.977 2.051 -1.319
N 3.322 0.924 -1.048
H -0.281 -4.460 -2.963
H -3.903 -3.300 -1.594
H -5.860 -1.981 -2.410
H -5.595 0.386 -2.849
H -3.442 1.447 -2.048
H 3.667 -3.523 -0.254
H 5.337 0.278 1.776
H 6.575 1.827 0.845
H 5.684 3.271 -1.125
H 3.668 2.589 -2.246
S -1.261 4.146 -1.913
C -1.616 3.711 -0.296
C -1.052 2.532 0.084
C -0.317 1.911 -1.030
C -0.425 2.704 -2.165
C -0.017 2.285 -3.521
C -0.891 2.441 -4.600
C -0.602 1.929 -5.855
C 0.567 1.228 -5.992
C 1.402 1.081 -4.899
N 1.124 1.617 -3.683
H -2.116 4.430 0.350
H -1.041 2.165 1.077
H -1.829 2.910 -4.485
H -1.219 2.115 -6.681
H 0.738 0.629 -6.892
H 2.320 0.544 -4.949
C -4.080 -2.491 3.609
N -2.981 -1.791 4.219
C -1.744 -2.437 3.694
N -1.597 -2.477 2.261
C -2.718 -3.181 1.752
N -4.056 -2.559 2.152
C -4.127 -1.183 1.539
P -2.807 0.046 2.023
C -2.913 -0.327 3.888
C -1.406 -1.158 1.676
H -5.148 -1.951 3.946
H -4.207 -3.542 3.972
H -1.653 -3.506 4.090
H -0.715 -2.036 4.102
H -2.771 -4.221 2.163
H -2.628 -3.274 0.651
H -5.134 -0.794 1.730
H -4.178 -1.336 0.427
H -1.916 -0.031 4.305
H -3.897 0.039 4.385
H -0.393 -0.752 1.991
H -1.324 -1.232 0.581
C 3.313 2.674 4.352
N 2.580 3.189 3.247
C 3.251 3.788 2.071
C 2.056 3.970 1.129
N 0.949 4.089 2.102
C 1.272 3.362 3.230
S 0.181 2.793 4.394
H 3.784 3.486 4.879
H 4.072 2.080 4.012
H 2.620 2.124 4.982
H 3.971 3.093 1.722
H 3.580 4.756 2.374
H 1.968 2.978 0.444
H 2.108 4.880 0.575
H -0.013 3.912 1.774
*
```

Here are the Mulliken charges for atoms 1 to 2, given in e: Hg 0.58; Cl -0.30

=====

The highest <S²> belongs to which entry?
C37H35F6N8PSTi

=====

What did the first record say?
The following is a quantum chemistry calculation of a structure of composition C37H35F6N8PSTi, from the Open Molecules 2025 dataset.

Computed properties:
M: 816.64 Da
HOMO-LUMO gap (spin up / spin down): 4.28 / 7.16 eV
<S²>: 2.022

The geometry in ORCA input format:
```
! RIJCOSX wB97M-V def2-TZVPD def2/J DEFGRID3
* xyz 0 3
Ti -0.579 -0.221 0.499
S -2.550 -3.374 7.047
N -1.777 -1.991 6.733
C -1.629 -1.912 5.418
C -0.970 -0.829 4.696
C -0.409 0.252 5.320
C 0.227 1.237 4.544
C 0.249 1.079 3.183
N -0.289 0.024 2.541
C -0.900 -0.954 3.282
C -1.456 -2.058 2.590
N -1.335 -2.076 1.214
C -1.858 -3.147 0.571
C -2.482 -4.201 1.171
C -2.618 -4.186 2.580
C -2.101 -3.126 3.271
C -2.173 -3.025 4.729
N -2.720 -3.923 5.537
H -0.464 0.333 6.397
H 0.680 2.107 4.996
H 0.702 1.815 2.528
H -1.759 -3.118 -0.513
H -2.872 -5.010 0.573
H -3.108 -4.989 3.113
C 2.644 -2.333 2.804
N 1.530 -2.855 2.044
C 1.098 -4.130 2.563
C 1.768 -2.957 0.611
C 2.359 -1.696 0.041
C 3.700 -1.745 -0.335
C 4.356 -0.624 -0.823
C 3.655 0.568 -0.892
C 2.315 0.604 -0.519
C 1.590 -0.518 -0.083
H 3.542 -2.974 2.751
H 2.347 -2.260 3.852
H 2.914 -1.337 2.458
H 1.881 -4.905 2.482
H 0.222 -4.475 2.013
H 0.822 -4.033 3.615
H 0.802 -3.163 0.147
H 2.427 -3.817 0.377
H 4.237 -2.681 -0.230
H 5.400 -0.676 -1.104
H 4.145 1.478 -1.216
H 1.806 1.566 -0.571
F -0.897 9.136 -2.129
C -0.394 8.763 -0.936
F 0.881 9.213 -0.904
F -1.064 9.454 0.006
C -0.473 7.278 -0.720
C -0.541 6.772 0.571
C -0.560 5.405 0.775
C -0.510 4.521 -0.306
C -0.450 5.047 -1.598
C -0.431 6.414 -1.806
C -0.517 3.105 -0.087
C -0.546 1.902 0.114
H -0.583 7.446 1.416
H -0.622 5.002 1.776
H -0.425 4.369 -2.441
H -0.388 6.809 -2.812
C -0.240 -1.927 -5.096
N 1.007 -1.377 -4.394
C 1.074 0.139 -4.663
N -0.127 0.776 -4.279
C -1.272 0.185 -4.956
N -1.410 -1.245 -4.683
C -1.754 -1.513 -3.274
P -0.473 -0.910 -2.085
C 0.987 -1.675 -2.920
C -0.304 0.783 -2.816
H -0.283 -2.991 -4.856
H -0.063 -1.786 -6.164
H 1.838 -1.809 -4.802
H 1.253 0.231 -5.737
H 1.929 0.507 -4.094
H -1.161 0.319 -6.035
H -2.175 0.693 -4.624
H -1.902 -2.589 -3.152
H -2.704 -1.035 -3.033
H 0.963 -2.763 -2.813
H 1.915 -1.305 -2.480
H 0.534 1.291 -2.343
H -1.201 1.345 -2.551
F -3.462 -1.077 -0.606
C -2.647 -0.009 -0.291
F -3.098 0.967 -1.146
F -3.077 0.394 0.967
*
```

Here are the Mulliken charges for atoms 1 to 2, given in e: Ti -0.83; S 0.08